Formula: C41H71BMnN6OP
Source: the Open Molecules 2025 dataset
Level of theory: the ωB97M-V functional and the def2-TZVPD basis

Summary:
charge	+1
total energy	-95941.9946	eV
E_LUMO (alpha / beta)	-2.2 / -2.2	eV
highest occupied orbital energy (alpha / beta)	-10.8 / -11.0	eV
⟨S²⟩	8.754
multiplicity	6
F_max	2.93	eV/A

```
122
Properties=species:S:1:pos:R:3:forces:R:3
Mn 0.2099 0.2324 -0.9932 0.44 -0.56 -0.30
C 3.9265 1.7282 -0.9258 0.52 -0.97 -1.05
C 2.9761 2.8753 -1.0363 -0.57 0.18 0.16
C 2.2321 2.7610 -2.3861 0.35 1.45 -0.10
C 1.9678 2.8195 0.0738 -0.44 0.17 0.77
C 1.7290 3.7059 1.1492 0.93 -0.47 -1.05
C 0.6055 3.2344 1.7907 -0.24 0.74 0.20
C -0.1391 3.9595 2.8994 -0.89 -1.24 0.76
C -0.9364 5.1742 2.3913 1.34 0.37 1.54
C 0.8424 4.2985 4.0521 -0.56 0.71 -1.10
N 0.2226 2.1158 1.1568 -0.25 -0.33 0.44
N 1.0584 1.8408 0.1120 -0.15 0.15 0.36
B -1.1549 1.4180 1.3354 0.69 0.19 -1.59
N -1.1094 -0.1074 1.4744 -0.21 -0.08 0.31
N -1.0303 -0.9152 0.3604 0.26 0.51 -0.03
C -1.5983 -2.0663 0.6640 -1.44 -0.68 0.78
C -2.0878 -2.0132 2.0041 1.24 0.97 -1.71
C -1.7373 -0.7705 2.4800 0.43 -0.79 -0.59
C -1.8951 -0.3656 3.8957 -1.70 0.80 1.48
C -3.1491 0.5364 4.1354 0.02 -0.52 0.22
C -0.6820 0.2630 4.5535 1.45 -0.01 -0.08
C -1.8198 -3.2064 -0.3047 0.46 -0.14 -0.95
C -2.6947 -2.8052 -1.5250 0.48 0.95 0.04
C -2.3078 -4.4981 0.3676 0.52 0.87 1.29
N -1.9600 1.8077 0.0493 -0.97 0.93 -0.71
N -1.4400 1.5935 -1.2032 -0.29 0.16 0.01
C -2.2424 2.1921 -2.0975 0.08 -0.98 0.36
C -3.3221 2.7645 -1.4316 -0.28 0.86 -0.44
C -3.0910 2.5674 -0.0991 -0.19 -1.45 0.58
C -4.0587 2.8866 0.9970 1.31 0.09 0.98
C -4.9232 4.0924 0.6737 -0.17 -0.69 0.17
C -4.9363 1.7348 1.4500 0.03 -0.53 -1.67
C -2.0538 1.9531 -3.5599 -0.23 1.26 -0.34
C -2.8171 0.7343 -4.0089 0.20 0.33 -1.33
C -2.4461 3.1508 -4.4093 -0.76 -0.28 -0.74
H 4.4850 1.5782 -1.8706 -0.07 0.25 0.44
H 3.3612 0.8165 -0.7797 -0.23 -0.34 0.00
H 4.6222 1.7654 -0.1139 0.45 0.32 0.56
H 3.5248 3.8157 -0.9048 -0.25 -0.02 -0.49
H 1.7974 1.7833 -2.5166 0.07 -0.48 0.19
H 2.9024 2.9621 -3.2322 -0.05 -0.16 0.21
H 1.4112 3.4819 -2.4500 0.06 -0.04 0.05
H 2.3705 4.5258 1.4142 -0.15 0.26 0.02
H -0.9531 3.3082 3.2792 0.81 -0.05 0.01
H -0.2005 5.8935 2.0269 -0.38 0.25 -0.32
H -1.4456 5.6186 3.2751 0.19 -0.17 -0.66
H -1.6562 4.8950 1.6561 -0.44 -0.08 -0.68
H 1.4976 5.0779 3.6594 0.08 0.22 0.39
H 1.4669 3.4822 4.3170 0.51 -0.98 0.05
H 0.3634 4.6151 4.9733 -0.28 0.32 -0.13
H -1.6319 1.8668 2.2624 -0.70 0.43 0.93
H -2.5598 -2.7718 2.5379 -0.62 -1.07 0.72
H -2.1358 -1.2935 4.4088 0.22 -0.20 0.13
H -3.0977 1.3362 3.4282 -0.26 0.71 -0.17
H -3.1661 0.9390 5.1504 0.30 0.03 -0.07
H -4.1230 0.0369 4.0308 0.44 -0.17 -0.31
H -0.2975 1.0893 3.9595 -0.25 0.43 0.02
H 0.1621 -0.4349 4.4963 -0.11 -0.15 0.27
H -0.7598 0.6095 5.6127 -0.44 -0.45 -0.90
H -0.8609 -3.3952 -0.7875 0.08 -0.17 0.33
H -3.7331 -2.5955 -1.2506 0.13 0.17 0.03
H -2.7155 -3.6018 -2.2819 0.19 0.18 0.25
H -2.2252 -1.8734 -1.9851 -0.77 -1.08 0.42
H -3.2512 -4.2837 0.8683 -0.04 -0.02 0.33
H -1.5662 -4.8905 1.1282 -0.84 0.39 -0.88
H -2.5607 -5.2550 -0.3397 0.23 -0.59 -0.68
H -4.1921 3.3117 -1.7932 0.53 -0.26 -0.24
H -3.4034 3.1181 1.8550 -0.31 0.24 -0.01
H -5.5914 3.8268 -0.1669 0.21 0.45 0.38
H -4.2862 4.9323 0.4456 -0.09 0.46 -0.24
H -5.5192 4.2990 1.5683 -0.07 0.21 -0.32
H -5.7230 1.5583 0.7069 0.06 -0.06 0.08
H -5.3935 1.9924 2.3549 -0.86 0.49 1.41
H -4.4345 0.7969 1.6280 0.46 -0.27 -0.17
H -1.0140 1.8998 -3.7815 1.11 -0.70 0.26
H -3.8826 0.9268 -4.0078 -0.27 0.05 0.18
H -2.6210 -0.0635 -3.3453 0.12 -1.25 0.58
H -2.5640 0.4735 -5.0569 -0.01 -0.03 0.53
H -3.5238 3.1159 -4.5552 -0.22 0.44 0.09
H -2.0276 3.1059 -5.4287 0.04 -0.11 0.44
H -2.1544 4.0760 -3.9560 0.11 0.60 0.20
O 0.4906 -0.1019 -3.2433 1.06 1.37 -0.18
H 0.8716 0.7059 -3.7157 -0.98 -1.68 0.68
H -0.3195 -0.3747 -3.6826 -0.20 0.17 -0.35
C 4.4611 -3.7585 -1.7340 -0.39 -0.38 -0.01
C 4.0359 -2.3076 -1.6330 0.13 0.68 -0.06
C 5.2958 -1.5345 -1.1617 -1.17 1.42 0.30
C 3.7224 -1.7130 -3.0305 0.48 0.00 0.52
P 2.4051 -2.0432 -0.6233 0.38 0.76 -0.13
C 1.4808 -3.4765 -1.2115 0.35 -0.37 -0.10
C 1.3674 -4.6880 -0.5551 -0.47 -0.22 0.45
C 0.5965 -5.7055 -1.1001 0.10 0.75 -1.37
C 0.0657 -5.5660 -2.4095 0.16 -0.86 1.93
C 0.2643 -4.3935 -3.0892 -0.51 0.04 0.46
C 0.9092 -3.3568 -2.4679 0.71 0.04 0.60
C 2.7526 -2.2278 1.2033 -0.66 1.48 0.36
C 3.8059 -3.2150 1.5628 -0.05 -1.75 2.35
C 3.2901 -0.8043 1.6307 1.11 -1.42 -0.59
C 1.4517 -2.4849 2.0209 1.27 0.07 0.07
H 5.3244 -3.7970 -2.4014 0.05 -0.17 0.04
H 3.6679 -4.3816 -2.1631 0.24 -0.02 0.12
H 4.7502 -4.1542 -0.7506 -0.06 -0.01 -0.38
H 6.0691 -1.6842 -1.8942 0.39 -0.25 -0.36
H 5.6701 -1.8780 -0.2019 0.03 0.14 0.06
H 5.1166 -0.4191 -1.1579 0.22 -1.26 0.30
H 4.6102 -1.8894 -3.6619 -0.14 0.63 0.22
H 3.4501 -0.6450 -2.8713 0.38 -0.60 -0.61
H 2.9422 -2.2260 -3.5627 -0.54 -0.15 -0.03
H 1.7889 -4.7681 0.4355 0.00 -0.37 -0.02
H 0.3915 -6.5829 -0.5387 -0.03 -0.70 0.34
H -0.5551 -6.3789 -2.7667 0.09 0.14 -0.32
H -0.2443 -4.2096 -3.9924 -0.26 0.01 -1.23
H 1.0756 -2.4217 -2.9214 -0.34 0.93 -0.88
H 4.7732 -2.9325 1.2074 0.58 -0.01 -0.25
H 3.5974 -4.2733 1.3046 0.10 0.64 -0.22
H 3.8677 -3.2671 2.7103 0.09 0.27 -1.44
H 4.3030 -0.6931 1.1513 -1.06 0.40 0.38
H 3.4713 -0.8226 2.7081 -0.18 0.11 0.01
H 2.6012 -0.0160 1.3535 0.00 0.26 -0.01
H 1.0049 -3.4102 1.6978 -0.61 -0.12 -0.03
H 0.7816 -1.6298 1.9528 -0.13 -0.22 0.01
H 1.7632 -2.6376 3.0777 -0.24 0.26 -0.53
```
Positions in Å, forces in eV/Å.

Löwdin atomic charge list, values in e, 99 entries: 0.91, -0.09, -0.34, -0.05, -0.24, 0.06, -0.19, -0.35, -0.04, -0.04, 0.05, 0.02, -0.52, 0.05, 0.03, -0.23, 0.06, -0.21, -0.33, -0.04, -0.04, -0.35, -0.04, -0.06, 0.08, 0.03, -0.24, 0.05, -0.18, -0.38, -0.06, -0.05, -0.40, -0.05, -0.06, 0.10, 0.02, 0.09, 0.15, 0.02, 0.10, 0.09, 0.12, 0.11, 0.08, 0.10, 0.06, 0.08, 0.07, 0.08, 0.08, 0.10, 0.13, 0.03, 0.08, 0.09, 0.06, 0.08, 0.10, 0.08, 0.08, 0.08, 0.07, 0.08, 0.10, 0.07, 0.13, 0.12, 0.09, 0.08, 0.09, 0.10, 0.07, 0.07, 0.10, 0.09, 0.04, 0.10, 0.08, 0.09, 0.08, -0.10, 0.10, 0.06, -0.08, -0.64, -0.08, -0.10, 1.15, -0.41, -0.09, -0.05, -0.05, -0.07, -0.14, -0.69, -0.11, -0.09, -0.07